The following is a quantum chemistry calculation of a cluster of 2 separate species, C18H24N3O3PS2 in total, from OMol25.

Its molecular weight is 425.52 g mol⁻¹. The HOMO-LUMO gap comes out at 0.150 hartree. For the total energy, the calculation gives -60623.8087 eV. As for the spin multiplicity: 1. The calculation puts the HOMO energy at -6.60 eV.

```
51
Properties=species:S:1:pos:R:3:forces:R:3
C 2.346 -0.468 3.992 -0.4 0.2 -0.3
C 2.264 -0.143 2.521 0.0 0.0 0.0
C 3.400 0.161 1.773 -0.2 -0.1 0.1
C 3.299 0.484 0.424 0.1 -0.1 0.2
C 2.058 0.500 -0.191 0.1 0.1 0.0
C 0.930 0.175 0.542 -0.2 0.2 -0.1
C -0.361 0.196 -0.249 0.2 -0.2 0.2
C -1.545 0.679 0.530 -0.8 0.5 -0.6
C -2.906 0.576 -0.172 -0.4 0.0 -0.2
C -3.491 -0.760 -0.632 0.2 -0.3 0.9
C -3.321 -1.998 0.292 0.1 0.0 -0.4
S -2.898 -3.517 -0.652 0.1 0.1 -0.3
C -1.242 -3.807 -0.155 -0.3 0.1 0.7
N -0.870 -3.987 1.067 0.2 0.0 -0.1
N 0.505 -4.203 1.023 -0.1 0.2 0.0
C 0.832 -4.139 -0.215 0.0 0.0 0.3
O -0.220 -3.892 -1.030 0.0 0.1 -0.3
N -3.705 1.375 0.827 0.0 0.0 0.3
C -2.974 2.271 1.385 0.4 0.3 0.0
C -1.579 2.202 0.891 0.3 -1.1 0.4
P -1.239 3.451 -0.448 0.4 1.2 0.0
S -1.011 5.220 0.300 -0.2 -0.2 0.1
C 1.020 -0.133 1.892 0.2 -0.1 0.0
H 2.006 0.394 4.571 0.2 0.0 0.1
H 3.352 -0.742 4.297 0.0 0.0 0.1
H 1.650 -1.278 4.217 0.2 -0.1 0.1
H 4.360 0.141 2.275 0.1 0.0 -0.1
H 4.190 0.723 -0.143 0.0 0.0 0.0
H 1.923 0.767 -1.240 0.5 0.0 0.0
H -0.568 -0.805 -0.637 -0.1 -0.1 -0.1
H -0.196 0.844 -1.112 0.0 -0.2 -0.2
H -1.709 0.155 1.475 0.5 -0.2 0.1
H -2.947 1.222 -1.055 0.3 -0.1 -0.1
H -4.560 -0.626 -0.804 0.0 0.1 -0.3
H -3.011 -0.974 -1.585 -0.1 0.1 -0.1
H -2.559 -1.894 1.057 0.0 0.1 0.1
H -4.270 -2.239 0.766 0.1 0.0 0.2
H 1.820 -4.244 -0.632 -0.1 0.0 -0.2
H -4.680 1.237 1.064 0.0 0.0 -0.2
H -3.325 2.953 2.149 -0.3 0.0 -0.1
H -0.829 2.466 1.638 -0.2 0.1 0.1
H -2.321 3.352 -1.342 0.1 -0.3 0.0
H -0.126 2.981 -1.166 -0.1 -0.4 0.0
H 0.150 -0.401 2.485 -0.1 0.0 0.0
C 3.574 0.327 -4.501 0.0 0.0 0.0
C 2.694 1.496 -4.015 0.1 0.0 -0.2
O 2.773 2.568 -4.630 -0.1 0.0 0.1
O 1.964 1.233 -3.013 -0.4 0.0 0.1
H 4.174 0.619 -5.361 0.0 0.0 0.0
H 4.238 0.004 -3.696 -0.1 0.0 0.0
H 2.942 -0.520 -4.777 0.0 0.0 0.1
```
Forces are in eV/Å.

The following is a quantum chemistry calculation of a cluster of 6 separate species, C17H36ClN5O7 in total, from OMol25.

Its molecular weight is 457.96 g mol⁻¹. The HOMO-LUMO gap comes out at 0.353 hartree. For the total energy, the calculation gives -52522.1455 eV. The SMILES is O=C1OCC[C@H]1CCCCl.CC(N)=O.CC(N)=O.CC(N)=O.CC(N)=O.CC(N)=O. As for the spin multiplicity: 1. The calculation puts the HOMO energy at -9.15 eV.

```
66
Properties=species:S:1:pos:R:3:forces:R:3
O 1.849 -2.708 0.912 0.3 0.7 0.8
C 1.485 -3.551 0.164 -0.7 -0.5 -0.5
O 1.899 -4.835 0.272 0.3 -0.2 -0.2
C 1.581 -5.583 -0.919 -0.2 -0.1 0.1
C 1.037 -4.547 -1.907 0.3 0.3 0.2
C 0.514 -3.423 -0.992 0.2 -0.2 -0.7
C -0.962 -3.471 -0.563 0.0 0.0 -0.1
C -1.604 -4.857 -0.556 -0.1 0.1 0.2
C -3.018 -4.831 0.007 0.1 -0.1 -0.5
Cl -3.019 -4.582 1.775 0.0 -0.1 0.1
H 2.498 -6.050 -1.280 -0.1 0.0 0.1
H 0.872 -6.364 -0.639 0.0 0.1 -0.1
H 0.349 -4.926 -2.659 -0.1 -0.1 0.2
H 1.908 -4.125 -2.420 -0.2 -0.1 -0.2
H 0.695 -2.478 -1.508 -0.1 0.1 0.3
H -1.080 -3.001 0.418 0.1 0.0 -0.1
H -1.512 -2.841 -1.262 -0.1 0.0 0.1
H -1.701 -5.220 -1.586 0.1 -0.1 0.1
H -1.024 -5.582 0.021 0.0 0.0 -0.1
H -3.518 -5.782 -0.171 0.0 0.1 0.1
H -3.598 -4.035 -0.462 0.0 0.0 0.2
C -2.748 1.278 -2.587 0.0 0.0 0.2
C -3.022 0.188 -1.583 0.1 0.1 0.0
N -3.830 0.507 -0.546 0.0 -0.2 0.1
O -2.507 -0.918 -1.683 -0.1 0.0 0.0
H -3.067 0.948 -3.574 0.0 0.0 0.0
H -1.669 1.439 -2.621 -0.1 0.0 -0.1
H -3.256 2.209 -2.338 0.0 0.0 0.0
H -4.246 1.414 -0.455 0.0 0.0 0.0
H -4.013 -0.180 0.173 -0.1 0.0 0.1
C -3.525 0.726 3.668 0.0 -0.2 0.0
C -3.850 -0.634 3.102 0.1 0.0 0.0
N -3.199 -1.685 3.655 -0.1 0.0 0.0
O -4.650 -0.790 2.192 0.0 0.1 -0.1
H -4.436 1.182 4.049 0.0 0.0 0.0
H -3.140 1.361 2.873 0.0 0.0 0.0
H -2.792 0.685 4.470 0.0 0.0 0.0
H -2.534 -1.575 4.397 0.0 0.0 0.0
H -3.380 -2.605 3.288 0.0 0.1 0.0
C 2.497 2.597 -3.933 0.0 -0.1 0.1
C 1.411 1.909 -3.146 0.0 -0.1 0.0
N 1.788 1.376 -1.952 0.0 0.0 0.1
O 0.263 1.817 -3.543 0.1 0.1 -0.1
H 2.211 3.633 -4.103 0.0 0.0 0.0
H 2.594 2.107 -4.900 0.0 0.0 0.0
H 3.463 2.583 -3.433 0.0 0.0 0.0
H 2.729 1.428 -1.611 0.0 0.0 0.0
H 1.097 0.885 -1.409 0.0 0.0 0.0
C 6.655 4.692 -1.974 0.1 -0.1 0.0
C 6.351 3.664 -3.038 0.0 0.0 0.0
N 7.049 2.498 -2.958 0.0 -0.1 0.0
O 5.531 3.859 -3.913 0.0 0.0 0.0
H 5.737 4.918 -1.434 0.0 0.0 0.0
H 6.999 5.604 -2.460 0.0 0.0 0.0
H 7.413 4.360 -1.265 0.0 0.0 0.0
H 7.730 2.320 -2.245 0.0 0.0 0.0
H 6.876 1.796 -3.657 0.0 0.0 0.0
C -0.706 3.248 5.480 0.0 0.1 0.0
C -1.904 4.069 5.062 0.0 0.0 0.0
N -1.817 5.408 5.289 0.0 0.0 0.0
O -2.887 3.568 4.554 0.0 0.0 0.0
H -0.317 2.728 4.607 0.0 0.0 0.0
H -1.028 2.506 6.208 0.0 0.0 0.0
H 0.090 3.849 5.918 0.0 0.0 0.0
H -1.014 5.837 5.707 0.0 0.0 0.0
H -2.598 5.982 5.022 0.0 0.0 0.0
```
Forces are in eV/Å.

The following is a quantum chemistry calculation of a cluster of 3 separate species, C6H14O in total, from OMol25.

Its molecular weight is 102.18 g mol⁻¹. The HOMO-LUMO gap comes out at 0.211 hartree. For the total energy, the calculation gives -8490.2738 eV. As for the spin multiplicity: 1. The calculation puts the HOMO energy at -7.65 eV.

```
21
Properties=species:S:1:pos:R:3:forces:R:3
C -0.337 -1.795 0.342 -1.2 -0.1 -0.4
O -0.535 -2.965 0.053 0.2 -0.1 0.0
C 0.119 -0.759 -0.519 -0.5 1.1 1.1
C 0.299 0.600 -0.007 1.0 -0.3 -3.9
C 1.724 1.119 -0.154 -0.2 -0.1 -0.5
C -0.774 1.604 -0.410 -1.0 0.0 1.6
C -0.831 2.883 0.412 0.6 0.3 0.1
H 0.421 -0.958 -1.541 1.2 -0.4 0.4
H -0.515 -1.466 1.395 0.2 -0.1 0.0
H 0.485 -6.071 -0.745 0.2 -0.5 -0.1
H 0.009 0.657 2.066 0.0 -0.4 -0.8
H 0.747 -6.773 -0.851 -0.2 0.5 0.1
H 0.073 0.423 1.214 -0.3 0.2 2.4
H 1.956 1.196 -1.224 0.0 0.0 0.1
H 1.874 2.102 0.287 0.0 0.0 0.1
H 2.408 0.392 0.277 0.1 0.2 0.1
H -0.626 1.831 -1.470 0.2 -0.2 0.1
H -1.737 1.086 -0.320 0.1 0.1 -0.2
H -1.046 2.685 1.465 -0.1 -0.1 0.0
H 0.119 3.430 0.392 -0.1 -0.1 -0.1
H -1.584 3.573 0.042 -0.2 -0.1 0.0
```
Forces are in eV/Å.

The following is a quantum chemistry calculation of a structure of composition CH2I2NaSbSe4, from OMol25.

Its molecular weight is 728.43 g mol⁻¹. The HOMO-LUMO gap (alpha / beta) comes out at 0.167 / 0.135 hartree. As for the net charge: -2. For the total energy, the calculation gives -289612.0508 eV. As for the spin multiplicity: 1. The calculation puts the HOMO energy (alpha / beta) at -0.43 / 0.50 eV.

```
11
Properties=species:S:1:pos:R:3:forces:R:3
Na -0.051 0.071 0.091 0.1 -0.1 0.2
I 3.186 0.646 -0.016 0.6 -1.7 0.1
C 2.818 2.773 -0.009 0.8 0.3 1.1
I 0.699 3.099 -0.200 -1.6 0.8 -0.3
H 3.379 3.107 -0.870 0.1 0.7 0.0
H 3.117 3.143 0.999 0.1 0.0 -0.9
Se -3.957 -4.273 0.295 -0.5 -1.2 2.8
Sb -2.324 -2.248 0.201 -0.2 0.0 -0.3
Se -2.953 0.248 0.683 0.5 -0.4 0.1
Se -0.012 -3.138 0.570 -0.1 0.6 -0.1
Se -3.904 -3.428 -1.743 0.2 1.0 -2.6
```
Forces are in eV/Å.

The following is a quantum chemistry calculation of a cluster of 2 separate species, C6H10O in total, from OMol25.

Its molecular weight is 98.14 g mol⁻¹. The HOMO-LUMO gap comes out at 0.352 hartree. For the total energy, the calculation gives -8427.2811 eV. The SMILES is C=C=C(C)O.C=C. As for the spin multiplicity: 1. The calculation puts the HOMO energy at -8.72 eV.

```
17
Properties=species:S:1:pos:R:3:forces:R:3
C -0.150 1.886 0.887 -0.2 -0.2 0.0
C -0.898 0.879 0.705 0.3 0.1 0.0
C -0.891 -0.434 0.275 -0.2 0.3 -0.1
C -1.651 -0.845 -0.963 0.0 0.0 0.0
O -0.960 -1.446 1.217 0.1 0.1 0.2
H 1.001 1.494 0.470 -0.2 0.1 0.1
H -0.229 2.905 1.236 0.0 -0.2 -0.1
H -2.709 -0.982 -0.719 0.1 0.0 0.0
H -1.559 -0.082 -1.740 0.0 -0.1 0.1
H -1.263 -1.798 -1.337 0.0 0.1 0.1
H -0.584 -1.106 2.041 -0.1 -0.1 -0.1
C 1.919 0.552 -0.128 0.1 -0.3 -0.1
C 1.088 -0.538 -0.410 0.3 0.0 -0.1
H 2.627 0.480 0.696 -0.1 0.0 -0.1
H 2.252 1.184 -0.950 -0.1 -0.1 0.1
H 1.197 -1.451 0.169 0.0 0.2 0.0
H 0.811 -0.701 -1.448 0.0 0.1 0.2
```
Forces are in eV/Å.

The following is a quantum chemistry calculation of an isolated molecule of C26H36FN3O3, from OMol25.

Its molecular weight is 457.59 g mol⁻¹. The HOMO-LUMO gap comes out at 0.338 hartree. For the total energy, the calculation gives -40877.5843 eV. The SMILES is CC(C)CCNC(=O)[C@@H](C)N(Cc1ccc(F)cc1)C(=O)c1ccc(CN2CCCCC2)o1. As for the spin multiplicity: 1. The calculation puts the HOMO energy at -8.61 eV.

```
69
Properties=species:S:1:pos:R:3:forces:R:3
C -4.709 -4.392 0.837 0.2 0.2 -0.1
C -4.003 -3.042 0.724 -0.3 0.0 0.1
C -3.529 -2.582 2.101 0.1 -0.1 -0.3
C -4.957 -2.029 0.076 0.4 0.1 0.0
C -4.380 -0.625 -0.093 -0.3 0.1 0.0
N -3.210 -0.633 -0.940 -0.2 -0.5 0.3
C -2.925 0.337 -1.817 0.3 -0.3 -0.2
O -3.623 1.308 -2.029 -0.2 0.2 -0.2
C -1.581 0.088 -2.539 -0.1 0.0 -0.4
C -1.421 1.029 -3.726 -0.1 -0.1 0.2
N -0.466 0.182 -1.596 0.1 -0.2 -0.2
C -0.153 1.504 -1.085 0.1 0.2 0.3
C -1.175 1.951 -0.064 0.1 0.2 0.0
C -1.936 3.093 -0.268 0.2 -0.1 0.2
C -2.891 3.481 0.653 -0.1 0.0 0.3
C -3.076 2.708 1.783 0.1 0.0 -0.1
F -4.008 3.074 2.688 0.0 0.0 -0.1
C -2.331 1.567 2.017 -0.1 0.1 0.1
C -1.380 1.195 1.084 0.0 0.1 -0.1
C -0.093 -0.966 -0.974 -0.1 0.1 -0.4
O -0.725 -2.013 -1.125 0.2 -0.1 0.2
C 1.107 -1.005 -0.131 0.1 -1.0 0.7
C 1.442 -2.016 0.738 -0.4 0.6 -0.5
C 2.693 -1.678 1.286 0.2 0.5 -0.2
C 3.054 -0.491 0.711 0.2 -0.5 0.5
C 4.274 0.352 0.880 0.0 0.1 -0.1
N 5.451 -0.490 0.979 -0.2 -0.1 0.1
C 6.616 0.170 1.536 0.1 0.3 0.1
C 7.295 1.145 0.568 0.1 -0.3 0.1
C 7.677 0.406 -0.713 -0.2 0.2 -0.1
C 6.443 -0.269 -1.308 0.1 -0.2 0.2
C 5.788 -1.175 -0.258 0.0 0.0 -0.3
O 2.101 -0.079 -0.146 0.0 0.2 -0.2
H -5.044 -4.734 -0.139 -0.1 -0.1 -0.1
H -4.038 -5.142 1.249 0.0 -0.1 0.1
H -5.577 -4.314 1.490 -0.1 0.0 0.1
H -3.125 -3.174 0.083 0.0 0.0 0.0
H -2.955 -3.372 2.581 0.1 -0.1 0.1
H -2.892 -1.705 2.024 0.1 0.2 0.1
H -4.379 -2.342 2.737 -0.1 0.1 0.1
H -5.858 -1.950 0.689 -0.1 0.0 0.0
H -5.253 -2.406 -0.905 -0.1 0.0 0.0
H -5.113 0.034 -0.566 0.1 0.0 0.1
H -4.127 -0.196 0.883 -0.1 0.0 -0.1
H -2.558 -1.403 -0.842 0.1 0.2 -0.2
H -1.578 -0.950 -2.890 0.0 0.2 0.1
H -1.755 2.030 -3.467 0.0 0.1 -0.1
H -2.049 0.677 -4.540 -0.1 0.0 -0.1
H -0.388 1.051 -4.067 0.1 0.0 0.0
H -0.134 2.204 -1.921 0.1 0.0 0.1
H 0.838 1.490 -0.634 -0.2 0.1 -0.2
H -1.792 3.684 -1.160 0.0 0.0 -0.1
H -3.496 4.360 0.498 -0.1 0.1 0.0
H -2.497 0.989 2.913 0.0 0.0 0.1
H -0.796 0.301 1.250 0.0 -0.1 0.1
H 0.847 -2.882 0.943 -0.2 -0.2 0.0
H 3.266 -2.231 2.000 0.2 -0.1 0.1
H 4.303 1.080 0.051 0.0 0.0 0.1
H 4.191 0.918 1.815 0.0 0.0 -0.1
H 6.318 0.685 2.453 0.0 -0.1 0.0
H 7.327 -0.617 1.807 0.0 0.0 0.1
H 6.614 1.966 0.332 0.0 0.1 0.0
H 8.182 1.571 1.040 0.0 0.1 0.0
H 8.115 1.099 -1.435 0.1 -0.1 0.0
H 8.426 -0.354 -0.479 0.1 0.0 0.0
H 5.732 0.491 -1.638 0.0 0.0 -0.1
H 6.718 -0.867 -2.178 -0.1 0.0 -0.1
H 4.879 -1.628 -0.658 0.1 -0.1 0.0
H 6.481 -1.981 0.003 0.0 -0.1 -0.1
```
Forces are in eV/Å.

The following is a quantum chemistry calculation of a cluster of 2 separate species, C4H10NO in total, from OMol25.

Its molecular weight is 88.13 g mol⁻¹. The HOMO-LUMO gap (alpha / beta) comes out at 0.192 / 0.096 hartree. As for the net charge: +2. For the total energy, the calculation gives -7825.2647 eV. As for the spin multiplicity: 2. The calculation puts the HOMO energy (alpha / beta) at -16.63 / -16.62 eV.

```
16
Properties=species:S:1:pos:R:3:forces:R:3
C -0.223 -1.659 -3.209 1.1 0.9 -1.2
C -0.088 -0.795 -2.081 -0.2 0.0 0.4
C -0.165 -1.249 -0.745 0.3 0.1 0.6
N 0.132 -0.368 0.316 1.0 -0.4 0.0
C -0.107 -0.630 1.564 -0.9 -0.1 0.3
H -1.121 -2.234 -3.272 -1.0 -0.9 0.5
H -0.142 -1.120 -4.151 0.0 0.2 0.1
H 0.591 -2.418 -3.228 -0.1 -0.1 0.3
H 0.075 0.278 -2.201 0.1 -0.1 -0.2
H -0.274 -2.282 -0.421 -0.5 0.0 -0.4
H 0.818 0.367 0.126 -0.1 0.4 -0.1
H -0.892 -1.348 1.800 0.3 -0.3 0.0
H 0.356 -0.094 2.393 0.1 0.3 -0.3
H -0.509 3.485 3.100 0.1 0.2 0.0
H 0.405 4.232 4.038 0.2 -0.1 -0.1
O 0.427 3.656 3.260 -0.4 -0.2 0.1
```
Forces are in eV/Å.

The following is a quantum chemistry calculation of a cluster of 3 separate species, C21H35B3N2O8 in total, from OMol25.

Its molecular weight is 475.95 g mol⁻¹. The HOMO-LUMO gap comes out at 0.319 hartree. For the total energy, the calculation gives -43739.2542 eV. The SMILES is C=CC(=O)OCCCCCCB1OBOB(COCOCCO)O1.c1cc[nH]c1.c1cc[nH]c1. As for the spin multiplicity: 1. The calculation puts the HOMO energy at -8.27 eV.

```
69
Properties=species:S:1:pos:R:3:forces:R:3
C -6.570 -4.443 0.507 0.0 -0.3 0.2
C -6.539 -3.921 -0.704 -0.3 0.1 -0.3
C -7.023 -2.529 -0.930 -0.3 -0.1 -0.3
O -7.931 -2.003 -0.344 0.3 0.1 0.2
O -6.278 -1.910 -1.876 0.3 -0.2 0.4
C -6.131 -0.482 -1.717 -0.2 0.0 -0.2
C -5.087 -0.026 -2.717 0.0 -0.2 0.2
C -3.646 -0.374 -2.293 -0.3 0.0 -0.2
C -3.080 -1.550 -3.096 0.2 0.3 -0.1
C -1.815 -2.232 -2.535 -0.2 -0.2 0.0
C -1.634 -2.160 -1.010 0.0 0.1 -0.2
B -0.765 -0.985 -0.481 -0.3 0.7 0.0
O -0.616 -0.727 0.886 0.2 -0.8 0.0
B 0.692 -0.822 1.277 0.2 0.1 0.1
O 1.686 -0.645 0.320 0.0 0.4 0.1
B 1.293 0.028 -0.843 -0.1 0.0 0.0
C 2.303 1.031 -1.502 0.0 0.1 0.0
O 1.754 1.768 -2.592 0.0 -0.1 -0.1
C 1.188 2.963 -2.198 0.0 0.0 0.1
O 2.219 3.898 -1.958 0.1 0.0 -0.1
C 1.772 5.234 -1.857 0.1 0.1 0.2
C 2.410 5.890 -0.656 -0.3 0.0 0.1
O 1.877 5.298 0.529 0.0 -0.1 -0.1
O 0.020 -0.185 -1.308 0.3 -0.4 0.1
H -7.070 -3.947 1.328 0.2 0.2 0.0
H -6.100 -5.397 0.704 -0.2 -0.1 0.0
H -6.167 -4.484 -1.550 0.4 0.2 0.0
H -7.093 0.009 -1.864 0.0 -0.1 -0.1
H -5.809 -0.295 -0.689 -0.1 0.1 0.0
H -5.211 1.048 -2.860 0.0 0.0 0.0
H -5.317 -0.529 -3.660 0.0 0.2 -0.1
H -3.025 0.511 -2.449 0.2 -0.1 0.2
H -3.665 -0.597 -1.225 0.1 0.1 0.0
H -2.825 -1.146 -4.080 -0.1 -0.2 -0.1
H -3.873 -2.281 -3.268 0.0 0.0 0.2
H -0.937 -1.832 -3.043 0.1 0.1 0.2
H -1.858 -3.288 -2.810 0.0 0.0 -0.1
H -2.588 -2.196 -0.480 0.0 -0.1 0.0
H -1.096 -3.059 -0.677 0.0 0.0 0.1
H 1.018 -1.055 2.394 -0.1 0.0 0.0
H 2.668 1.722 -0.730 0.1 0.0 0.0
H 3.197 0.516 -1.865 0.0 -0.1 0.0
H 0.534 3.304 -3.005 0.0 0.0 -0.1
H 0.609 2.840 -1.268 -0.1 0.0 -0.1
H 0.685 5.280 -1.724 0.0 0.0 0.0
H 2.037 5.788 -2.765 0.0 0.0 0.0
H 3.493 5.747 -0.677 0.0 0.1 -0.1
H 2.173 6.957 -0.685 0.2 0.0 0.0
H 1.657 5.989 1.156 0.0 0.0 0.1
C 3.120 1.953 4.703 0.0 0.0 0.0
C 2.861 3.094 3.895 0.0 0.0 0.0
C 2.775 2.669 2.595 0.0 0.0 0.0
N 2.974 1.315 2.590 0.0 0.0 -0.1
C 3.181 0.871 3.868 0.0 0.0 -0.1
H 3.244 1.931 5.773 0.0 0.0 0.0
H 2.749 4.112 4.230 0.0 0.0 0.0
H 2.586 3.220 1.688 0.0 0.0 0.0
H 2.963 0.733 1.770 -0.1 0.0 0.0
H 3.349 -0.172 4.074 0.0 0.0 0.0
C 6.055 -3.987 2.339 0.0 0.0 0.0
C 5.892 -3.642 3.709 0.0 0.0 0.0
C 5.151 -2.492 3.756 0.0 0.0 0.0
N 4.861 -2.130 2.468 0.0 0.0 0.0
C 5.407 -3.034 1.600 0.0 0.0 0.0
H 6.588 -4.835 1.944 0.0 0.0 0.0
H 6.276 -4.177 4.561 0.0 0.0 0.0
H 4.810 -1.906 4.591 0.0 0.0 0.0
H 4.332 -1.321 2.200 0.0 0.0 0.0
H 5.288 -2.924 0.536 0.0 0.0 0.0
```
Forces are in eV/Å.